i) 26
Properties=species:S:1:pos:R:3:mulliken_charge:R:1 method="wB97M-V/def2-TZVPD" gap_ev=9.53 lumo_energy_ev=0.89 e_homo_ev=-8.6 spin_multiplicity=1
C -1.312 -0.710 0.587 0.74
C -1.122 -1.010 2.065 -1.49
C -2.659 -1.170 0.054 -1.55
N -1.018 0.895 0.217 -0.32
N -0.211 1.614 1.074 -0.59
H -2.013 0.990 0.512 0.37
H -0.518 -1.212 0.023 0.02
H 0.780 1.417 0.940 0.27
H -0.502 1.648 2.050 0.25
H -1.079 -2.086 2.226 0.41
H -2.744 -2.256 0.106 0.40
H -3.470 -0.736 0.639 0.38
H -1.935 -0.594 2.661 0.36
H -0.178 -0.588 2.427 0.39
H -2.781 -0.860 -0.983 0.41
C 1.504 0.003 -2.148 -0.39
C 2.261 -0.052 -0.812 -0.36
N 2.734 1.252 -0.354 -0.63
O 0.541 1.025 -2.194 -0.62
H -0.048 0.970 -1.410 0.38
H 3.666 1.436 -0.708 0.27
H 2.144 1.991 -0.727 0.25
H 1.051 -0.982 -2.342 0.27
H 2.205 0.218 -2.961 0.36
H 3.102 -0.744 -0.905 0.41
H 1.602 -0.458 -0.038 -0.01


ii) 26
Properties=species:S:1:pos:R:3:mulliken_charge:R:1 method="wB97M-V/def2-TZVPD" gap_ev=9.47 lumo_energy_ev=0.81 e_homo_ev=-8.7 spin_multiplicity=1
C -0.831 1.077 -1.563 0.69
C -1.286 -1.741 -0.169 -0.92
C -2.170 1.509 -1.017 -0.98
N -0.868 0.351 -2.705 -0.37
O 0.227 1.461 -1.087 -0.78
H 0.284 1.007 0.824 0.14
H 0.007 0.031 -3.088 0.24
H -1.717 -0.070 -3.036 0.20
H -2.993 0.974 -1.481 0.36
H -2.288 -1.554 -0.540 0.29
H -0.621 -1.930 -1.005 0.30
H -1.331 -2.643 0.433 0.35
H -2.182 1.331 0.055 0.23
H -2.287 2.580 -1.182 0.34
C 1.387 -0.055 2.183 -0.56
C 2.148 -0.857 1.114 -0.57
N 0.114 0.429 1.655 -0.49
N 2.680 -0.082 0.009 -0.60
H 1.930 0.390 -0.489 0.29
H -0.836 -0.949 0.516 0.11
H -0.338 1.027 2.340 0.19
H 3.308 0.636 0.357 0.26
H 2.036 0.764 2.540 0.34
H 1.169 -0.707 3.036 0.36
H 1.475 -1.610 0.699 0.24
H 2.983 -1.370 1.600 0.35


Energy relative to the most stable one, in kcal/mol: i) 52.8; ii) 0.0


i) 21
Properties=species:S:1:pos:R:3:mulliken_charge:R:1 method="wB97M-V/def2-TZVPD" gap_ev=7.10 total_charge=-1 lumo_energy_ev=3.36 e_homo_ev=-3.7 spin_multiplicity=1
C 1.051 1.922 0.149 -0.60
O -0.259 2.106 0.563 -0.82
C 1.313 0.415 -0.095 -0.30
C 0.700 -0.104 -1.405 -0.77
C -0.843 -0.190 -1.484 -0.53
S -1.501 -1.855 -1.143 -0.20
C -0.904 -2.301 0.546 -0.63
H 1.738 2.161 0.984 0.24
H 1.207 2.441 -0.798 0.37
H 0.831 -0.146 0.699 -0.04
H 2.322 0.031 0.052 0.41
H 1.009 0.581 -2.212 0.40
H 1.209 -1.039 -1.660 0.34
H -1.223 0.094 -2.457 0.31
H -1.176 0.448 -0.674 0.30
H -1.730 -2.887 0.938 0.33
H -0.687 -1.424 1.149 0.21
H -0.038 -2.908 0.297 0.18
H -1.633 0.824 2.673 0.22
H -0.609 1.292 1.511 0.40
O -0.776 0.539 2.367 -0.82


ii) 21
Properties=species:S:1:pos:R:3:mulliken_charge:R:1 method="wB97M-V/def2-TZVPD" gap_ev=6.72 total_charge=-1 lumo_energy_ev=3.32 e_homo_ev=-3.4 spin_multiplicity=1
C 1.621 1.768 -0.314 -0.42
O 1.438 1.776 1.024 -0.83
C 1.333 0.410 -1.063 -0.32
C 0.023 0.456 -1.826 -0.70
C -1.221 0.245 -0.930 -0.67
S -1.635 -1.486 -0.596 -0.16
C -0.638 -1.929 0.872 -0.54
H 2.664 2.068 -0.603 0.24
H 1.012 2.553 -0.833 0.18
H 1.356 -0.361 -0.292 0.00
H 2.181 0.248 -1.721 0.37
H -0.090 1.388 -2.386 0.41
H -0.031 -0.357 -2.566 0.34
H -2.054 0.709 -1.458 0.32
H -1.118 0.771 0.023 0.29
H -1.259 -2.614 1.441 0.34
H -0.457 -1.025 1.445 0.11
H 0.325 -2.323 0.561 0.20
H 1.156 0.049 3.217 0.23
H 0.769 0.843 1.884 0.42
O 0.383 0.308 2.704 -0.81


Energy relative to the most stable one, in kcal/mol: i) 5.1; ii) 0.0


i) 24
Properties=species:S:1:pos:R:3:mulliken_charge:R:1 method="wB97M-V/def2-TZVPD" gap_ev="7.62 / 8.92" total_charge=+1 lumo_energy_ev="-4.49 / -3.74" e_homo_ev="-12.1 / -12.7" spin_multiplicity=1
C 3.006 0.965 1.775 -0.47
C 3.414 0.870 0.396 -0.19
C 1.746 0.759 2.183 -0.53
C 2.462 0.621 -0.604 -1.05
C 0.734 0.445 1.261 0.93
C 1.226 0.381 -0.002 0.47
C -0.687 0.091 1.680 -0.55
C -2.459 0.273 -1.777 -0.60
C -2.258 -1.133 -2.218 -0.60
C -1.459 -0.038 -0.671 0.13
N -1.669 -1.535 -0.903 -0.20
O -1.674 0.350 0.640 -0.30
H 3.818 1.435 2.454 0.27
H 4.449 1.252 0.235 0.33
H 1.383 0.603 3.243 0.31
H 2.833 0.410 -1.658 0.33
H -0.619 -0.915 2.053 0.31
H -1.029 0.877 2.368 0.38
H -2.206 0.949 -2.487 0.30
H -3.443 0.508 -1.411 0.26
H -3.055 -1.768 -2.422 0.39
H -1.526 -1.277 -2.944 0.30
H -2.251 -2.055 -0.195 0.38
H -0.734 -2.068 -0.996 0.38


ii) 24
Properties=species:S:1:pos:R:3:mulliken_charge:R:1 method="wB97M-V/def2-TZVPD" gap_ev="8.45 / 8.45" total_charge=+1 lumo_energy_ev="-4.74 / -4.74" e_homo_ev="-13.2 / -13.2" spin_multiplicity=1
C 3.129 -0.398 -0.098 -0.42
C 2.351 -1.226 -0.909 -0.62
C 2.527 0.375 0.892 -0.75
C 0.941 -1.218 -0.938 -0.86
C 1.152 0.435 0.862 0.02
C 0.338 -0.327 -0.034 0.57
C -1.893 -1.583 0.324 0.60
C -1.759 -0.675 1.430 -0.60
C -1.296 2.075 -0.597 -0.68
C -2.038 0.833 -0.935 -0.27
N -1.004 -0.491 0.180 0.11
O -2.133 -2.609 -0.175 -0.40
H 4.238 -0.382 0.014 0.33
H 2.975 -1.871 -1.529 0.35
H 3.032 0.821 1.620 0.55
H 0.492 -1.912 -1.569 0.53
H 0.815 1.064 1.701 0.36
H -2.573 -0.022 1.650 0.28
H -1.078 -1.218 2.068 0.35
H -1.042 2.774 -1.428 0.35
H -1.932 2.636 0.147 0.29
H -0.315 1.859 -0.252 0.18
H -1.812 0.267 -1.824 0.32
H -3.116 0.792 -0.600 0.40


iii) 24
Properties=species:S:1:pos:R:3:mulliken_charge:R:1 method="wB97M-V/def2-TZVPD" gap_ev=7.61 total_charge=+1 lumo_energy_ev=-4.52 e_homo_ev=-12.1 spin_multiplicity=1
C 0.728 2.570 -1.068 0.14
C -3.060 -1.370 0.770 -0.31
C -2.931 -0.303 -0.165 -0.69
C -2.027 -1.635 1.706 -0.68
C -1.766 0.350 -0.280 -0.28
C -0.866 -0.919 1.588 -0.45
C -0.702 0.041 0.616 0.61
C 3.190 -0.200 -0.297 -1.05
C 0.573 0.723 0.560 -0.39
C 1.721 -0.329 -0.871 0.05
N 0.630 1.906 -0.109 -0.03
O 1.661 0.407 -1.955 -0.51
H 1.155 3.394 -1.637 0.39
H -4.114 -1.738 0.872 0.32
H -3.680 -0.303 -0.886 0.41
H -2.191 -2.522 2.264 0.41
H -1.657 1.157 -1.035 0.17
H -0.132 -0.981 2.315 0.44
H 3.932 -0.815 -0.911 0.29
H 3.340 -0.391 0.764 0.32
H 3.263 0.835 -0.475 0.40
H 1.054 0.879 1.496 0.50
H 1.102 -1.162 -0.784 0.52
H 0.776 0.405 -2.480 0.42


Energy relative to the most stable one, in kcal/mol: i) 40.7; ii) 8.9; iii) 0.0


i) 9
Properties=species:S:1:pos:R:3:mulliken_charge:R:1 method="wB97M-V/def2-TZVPD" gap_ev=8.91 total_charge=+1 lumo_energy_ev=-6.99 e_homo_ev=-15.9 spin_multiplicity=1
C -0.255 -0.071 0.016 0.79
N 0.062 1.118 -0.091 -0.28
N 1.248 -1.079 -0.195 -0.57
O -1.236 -0.702 0.241 -0.20
Cl -2.767 0.196 0.162 0.12
H 0.965 1.473 -0.442 0.31
H -0.667 1.810 -0.170 0.23
H 1.815 -0.646 0.512 0.29
H 0.835 -2.100 -0.033 0.32


ii) 9
Properties=species:S:1:pos:R:3:mulliken_charge:R:1 method="wB97M-V/def2-TZVPD" gap_ev=9.69 total_charge=+1 lumo_energy_ev=-5.25 e_homo_ev=-14.9 spin_multiplicity=1
C -0.108 -0.675 -0.100 0.59
N 1.132 -1.044 -0.030 -0.31
N -0.097 1.058 0.052 -0.31
O -1.379 1.576 -0.077 -0.37
Cl -1.552 -1.433 -0.032 0.03
H 1.822 -0.262 0.074 0.30
H 1.475 -2.090 0.085 0.33
H 0.544 1.355 -0.841 0.34
H -1.838 1.516 0.867 0.40


Energy relative to the most stable one, in kcal/mol: i) 9.2; ii) 0.0